# 1
A 21-piece molecular cluster, H42O21 overall, computed with ωB97M-V/def2-TZVPD.

XYZ file:
```
63
Properties=species:S:1:pos:R:3:forces:R:3
O 0.76508 -0.74666 -3.00049 1.0 0.4 0.0
H 0.29784 0.08594 -2.93191 -0.3 0.5 0.0
H 0.11952 -1.40583 -2.74559 -0.9 -0.2 0.1
O 1.07710 -3.51257 -4.00181 0.0 -0.6 0.1
H 1.02137 -2.71588 -3.47416 0.4 0.2 -0.2
H 0.33460 -3.45460 -4.60312 0.0 0.1 -0.4
O -3.37942 -0.50455 2.05339 -1.1 1.1 0.6
H -2.61376 -0.93261 2.43647 0.5 -0.5 -0.2
H -3.26986 -0.61696 1.10914 0.4 -0.4 -0.1
O -1.17896 -2.53293 -2.62786 -0.3 -0.2 0.2
H -1.01537 -3.39210 -3.01683 0.3 -0.5 0.1
H -2.08535 -2.33245 -2.86132 -0.6 0.4 -0.2
O -3.02265 2.99339 -1.30923 -0.1 0.0 0.2
H -3.23359 3.54286 -0.55437 0.1 0.2 0.4
H -3.55341 3.35006 -2.02149 -0.2 0.2 -0.4
O 2.73008 0.68850 1.75246 0.6 0.5 0.2
H 2.13672 0.49625 1.02638 -0.3 -0.3 -0.6
H 2.24199 0.43326 2.53530 -0.3 -0.1 0.6
O 2.15183 -3.05695 4.24634 -0.3 0.2 0.4
H 2.84153 -2.40394 4.36524 0.3 0.1 0.0
H 2.38741 -3.51016 3.43682 0.1 -0.2 -0.4
O -4.06463 1.85269 3.72937 0.0 0.7 0.2
H -3.61442 1.37757 3.03094 0.1 -0.7 -0.3
H -4.62571 1.19663 4.14289 -0.1 -0.2 0.0
O 3.75081 3.00656 3.18782 0.2 0.4 0.5
H 2.97474 3.54608 3.03661 -0.1 0.0 0.0
H 3.73311 2.35807 2.48399 -0.2 -0.4 -0.4
O 0.90074 0.10199 4.02679 0.0 0.1 -0.4
H 1.18709 -0.51964 4.69597 0.0 -0.5 0.1
H 0.45258 0.79186 4.51614 -0.1 0.3 0.1
O 0.71518 -0.36756 -0.02885 0.1 -0.3 0.5
H 0.02763 0.29706 -0.07108 -0.2 0.2 0.0
H 0.90980 -0.57001 -0.94392 0.3 -0.1 -0.5
O -3.43239 -0.62812 -3.10750 0.6 -0.2 -0.5
H -4.01628 0.00256 -2.68614 -0.7 0.2 0.5
H -3.25956 -0.25489 -3.97183 -0.1 -0.2 -0.5
O -4.69433 0.75512 -1.12078 -0.1 -0.3 -0.2
H -5.31725 0.83897 -0.39887 -0.3 -0.2 0.2
H -4.06940 1.46685 -0.98242 0.4 0.5 0.1
O 4.93321 -0.98051 1.59749 0.5 -0.7 0.0
H 5.46464 -0.71814 0.84584 0.2 0.0 -0.1
H 4.38389 -0.21834 1.78076 -0.7 0.4 0.0
O -2.52697 -1.30026 -0.38899 -0.1 0.2 0.0
H -3.11484 -0.82601 -0.97698 -0.2 0.1 -0.2
H -1.98508 -1.83373 -0.97036 0.3 -0.3 0.0
O -0.94901 -1.71677 2.13602 -0.1 -0.2 0.4
H -0.55085 -2.06702 1.33913 0.1 0.1 -0.3
H -0.38749 -0.98153 2.38169 0.5 0.1 0.2
O 3.17904 3.57072 0.08316 0.7 0.2 -0.3
H 2.90329 4.08129 0.84441 0.0 0.1 0.1
H 2.43859 2.99201 -0.09868 -0.2 -0.1 0.2
O 2.47574 1.29859 -4.67634 0.1 0.1 -0.2
H 2.04342 2.04004 -4.25257 0.0 0.2 0.1
H 2.06664 0.52667 -4.28518 -0.1 -0.4 0.1
O -1.28104 1.45794 -2.68131 0.7 -0.1 -0.4
H -1.88639 1.93053 -2.10996 -0.1 0.2 0.4
H -1.82181 0.79136 -3.10496 -0.1 -0.4 0.1
O 0.65026 2.56212 -0.06090 -0.3 -0.3 0.0
H 0.36028 2.72901 -0.95772 -0.1 0.0 -0.4
H -0.08889 2.83152 0.48437 -0.1 0.1 0.3
O 3.77531 -4.28745 1.45827 -0.2 -0.3 0.3
H 4.28968 -3.49734 1.62375 0.3 0.5 0.0
H 3.31781 -4.10830 0.63679 -0.1 0.1 -0.2
```
Positions in Å, forces in eV/Å.

ΔE to the lowest compared entry with this formula, charge and spin   115.51 kcal per mole
Orbital gap   9.521 eV

***

# 2
A 10-piece molecular cluster, C46H101N3O7 overall, computed with ωB97M-V/def2-TZVPD.

XYZ file:
```
157
Properties=species:S:1:pos:R:3:forces:R:3
C -15.85200 -0.01013 5.81792 1.3 1.9 1.6
C -17.15195 -0.52244 5.37887 -1.8 -1.1 -1.3
C -17.10186 -0.39202 3.84115 1.4 0.6 0.1
O -15.70959 -0.50959 3.53243 0.8 -0.6 0.1
C -14.89511 -0.09182 4.67697 -0.3 -0.9 -2.1
H -15.41359 -0.52186 6.67467 -0.3 0.0 0.2
H -15.96326 1.03954 6.08978 0.1 0.1 0.2
H -18.03238 0.01819 5.72626 0.2 -0.1 0.4
H -17.21218 -1.56506 5.69096 -0.4 -0.1 -0.3
H -17.31338 0.61120 3.47112 -0.9 0.3 0.4
H -17.67065 -1.09289 3.23011 0.1 -0.2 0.3
H -14.38368 0.82855 4.39509 -0.1 0.3 0.2
H -14.11887 -0.84597 4.80663 0.0 -0.1 0.0
C -13.15240 3.82719 6.93956 1.3 -0.2 1.3
C -14.42308 3.40950 6.34276 -1.8 0.9 -0.6
C -14.96220 4.87013 5.98779 0.1 -2.1 0.0
O -14.53154 5.67323 7.04021 -0.4 1.9 -0.6
C -13.54002 5.05703 7.79031 0.4 -1.3 -0.1
H -12.49816 4.01539 6.08830 0.5 0.6 0.4
H -12.70356 3.03778 7.54246 0.2 0.0 0.1
H -15.05912 2.88508 7.05587 -0.2 0.1 0.0
H -14.24271 2.77660 5.47385 -0.4 0.1 -0.1
H -16.04595 4.97857 5.94502 0.1 -0.2 -0.4
H -14.45067 5.09755 5.05253 -0.3 0.6 -0.3
H -14.08092 4.77416 8.69336 0.7 -0.5 0.5
H -12.69951 5.70276 8.04463 -0.1 0.2 -0.2
C -21.72333 11.15855 0.41182 2.5 2.9 0.9
C -22.01086 9.93421 -0.33702 -0.1 -0.8 -1.0
C -23.50923 10.11488 -0.44686 -0.6 -3.1 -0.6
O -23.89791 10.48172 0.83852 0.1 1.5 0.3
C -22.93590 11.53090 1.20050 -1.6 -1.1 0.5
H -21.38762 11.99132 -0.20614 -0.3 0.0 -0.5
H -20.90237 11.14380 1.12870 0.3 -0.7 0.0
H -21.72704 9.04555 0.22674 -0.3 -0.1 0.0
H -21.50673 9.90170 -1.30289 0.0 0.0 0.0
H -24.04567 9.18295 -0.62533 0.1 -0.4 0.0
H -23.80417 10.66162 -1.34251 0.0 1.3 0.4
H -22.68343 11.42609 2.25567 -0.6 0.3 0.1
H -23.45878 12.46220 0.98287 0.5 0.3 0.0
C -23.34827 3.05199 6.51892 0.7 -0.3 -2.8
C -22.00060 3.83224 6.60306 -0.4 0.6 1.1
C -22.41526 5.32916 6.67800 -1.8 -1.2 -0.2
O -23.90701 5.26140 6.41747 1.2 1.9 0.7
C -24.24583 4.05646 5.78486 0.3 -0.3 0.8
H -23.83418 2.62372 7.39561 0.4 0.6 0.3
H -23.18722 2.22069 5.83256 0.0 -0.4 0.1
H -21.34783 3.76496 5.73274 -0.3 -0.7 -0.1
H -21.45767 3.51250 7.49249 0.2 0.2 -0.1
H -21.89299 5.95955 5.95831 -0.3 -0.2 -0.5
H -22.20924 5.82065 7.62884 -0.6 -0.2 0.2
H -24.16531 4.18466 4.70542 0.9 -0.5 -0.3
H -25.29530 3.77895 5.88335 -0.2 0.5 0.7
C -23.70019 1.93092 -0.67680 -1.2 1.3 0.4
C -22.93220 0.67570 -1.10295 -0.6 0.9 3.1
C -23.50744 0.34722 -2.41087 -1.0 0.5 -1.1
O -24.58409 1.27649 -2.62854 -0.9 0.6 -1.0
C -25.04264 1.89028 -1.40833 1.2 -1.4 -0.4
H -23.31223 2.87126 -1.06840 0.8 -0.1 0.3
H -23.87731 2.02577 0.39452 0.5 0.0 0.1
H -23.29243 -0.03757 -0.36161 0.5 -0.5 0.0
H -21.86836 0.83528 -0.92726 0.0 -0.3 -0.6
H -23.97732 -0.63623 -2.39885 0.5 -0.3 -0.4
H -22.78453 0.50006 -3.21221 -0.2 -0.3 -0.3
H -25.84209 1.29094 -0.97272 0.1 -0.4 0.3
H -25.47743 2.87911 -1.55422 0.3 0.0 -0.5
C -15.62882 2.57187 2.06435 0.4 -0.1 0.3
C -15.09941 3.90398 1.62322 0.9 2.0 -0.1
C -16.01394 4.45082 0.50194 0.5 -0.9 1.0
O -16.92716 3.39800 0.38131 -3.0 0.0 -2.0
C -16.68511 2.17671 0.99418 2.6 0.3 1.5
H -16.03234 2.80345 3.05007 -0.6 -0.8 0.1
H -14.78586 1.89493 2.20319 -0.4 -0.4 -0.1
H -14.06021 3.84433 1.29978 0.0 0.1 -0.2
H -15.12342 4.58847 2.47117 0.2 0.1 0.0
H -15.45891 4.70945 -0.39982 0.1 -0.7 -0.4
H -16.59925 5.35533 0.66741 0.0 0.0 0.8
H -16.25724 1.46618 0.28695 -0.1 -0.2 -0.1
H -17.49541 1.71952 1.56208 -0.7 0.3 -0.7
C -20.73666 4.41979 -2.43885 -1.0 -0.1 -1.0
C -19.99416 3.21964 -1.88250 0.8 0.0 0.8
C -18.66713 3.13056 -2.75109 -2.1 2.3 1.1
O -19.08096 3.80361 -3.95575 0.5 -1.2 -1.0
C -20.41355 4.33473 -3.88848 2.0 0.2 -1.5
H -20.40855 5.38903 -2.06333 0.2 -0.2 0.3
H -21.82431 4.43137 -2.50944 -0.3 -0.3 1.2
H -20.51106 2.26380 -1.96786 -0.3 0.1 -0.4
H -19.84597 3.34152 -0.80952 0.5 0.0 0.0
H -18.34880 2.08836 -2.72708 0.2 0.1 -1.0
H -17.89552 3.83356 -2.43719 0.3 -0.7 0.9
H -21.03897 3.73948 -4.55379 -0.5 -0.4 0.5
H -20.33559 5.30189 -4.38509 -0.2 0.2 0.1
C -19.65561 -2.06663 -2.99016 -0.6 -0.4 0.2
C -21.03298 -2.26913 -2.32257 1.1 -0.7 0.9
N -20.80787 -2.88794 -0.95694 0.2 0.9 -0.6
C -20.29596 -1.87892 -0.00890 0.1 -0.9 2.0
C -20.00432 -2.45962 1.43567 -0.5 0.0 -0.7
C -21.91822 -3.73048 -0.44389 -0.1 1.5 0.0
C -23.15639 -2.86435 0.02288 1.0 -1.4 0.0
H -19.29902 -3.06624 -3.23858 0.5 0.2 0.0
H -19.00264 -1.55410 -2.28372 0.2 -0.3 -0.1
H -19.67737 -1.45403 -3.89146 -0.3 -0.1 -0.1
H -21.51873 -1.29336 -2.32651 -0.5 -0.1 0.4
H -21.61891 -3.00811 -2.86910 -0.1 0.3 -0.2
H -21.01212 -1.08882 0.21683 -0.4 0.3 -0.3
H -19.39109 -1.35354 -0.31434 0.0 -0.4 -0.6
H -19.58881 -1.71248 2.11185 -0.1 0.3 -0.2
H -19.33187 -3.31350 1.51818 0.0 -0.1 -0.5
H -20.96738 -2.76861 1.84204 0.1 -0.1 0.3
H -22.21591 -4.41718 -1.23630 -0.1 0.2 -0.2
H -21.51653 -4.38340 0.33099 -0.1 0.2 0.3
H -22.87764 -2.17476 0.81967 0.1 0.2 -0.3
H -23.54105 -2.35792 -0.86236 -0.2 0.1 0.3
H -23.90398 -3.51353 0.47871 -0.2 0.0 -0.3
C -21.33205 6.02586 1.37949 -0.6 0.4 1.1
C -21.55231 5.15064 2.67801 0.9 0.6 -1.3
N -20.82595 3.87904 2.71673 -0.3 0.0 0.4
C -21.50791 2.78099 2.03035 1.1 -0.2 1.0
C -20.93039 1.43682 2.53642 -0.7 0.3 -0.3
C -19.38190 4.00680 2.41957 -0.5 0.0 1.3
C -18.59612 4.97191 3.40852 -0.4 0.0 -1.6
H -21.97850 5.81252 0.52820 0.4 -0.9 -0.2
H -20.27841 6.12623 1.11897 -0.2 0.0 -0.2
H -21.73054 7.01667 1.59765 0.4 0.4 0.4
H -21.20480 5.70026 3.55279 0.0 0.4 -0.1
H -22.63553 5.07296 2.77134 0.0 -0.7 0.3
H -22.55678 2.87540 2.31151 -0.1 -0.2 -0.1
H -21.42219 2.82247 0.94451 -0.1 0.1 -0.4
H -19.92915 1.23779 2.15430 0.0 0.0 0.0
H -20.90642 1.43739 3.62616 0.1 0.1 0.0
H -21.58779 0.62565 2.22351 0.1 -0.2 -0.1
H -19.29583 4.19958 1.35021 0.7 0.6 0.0
H -18.86467 3.05955 2.57218 -0.6 -0.3 -0.1
H -19.11591 5.31536 4.30293 -0.3 -0.4 -0.1
H -18.34526 5.87350 2.84968 0.2 0.2 0.1
H -17.66765 4.48189 3.70166 0.0 0.1 0.1
C -20.24065 10.70270 5.82919 -1.0 0.4 0.6
C -21.34404 9.75340 5.46454 1.0 -1.9 0.4
N -22.42436 10.29416 4.76693 -1.7 2.7 -0.6
C -23.23635 11.21776 5.62507 0.1 2.0 -1.4
C -24.43199 12.02674 4.90317 0.8 -2.0 0.4
C -23.15656 9.43891 3.88274 0.2 -0.1 -0.8
C -23.94356 8.41378 4.60828 0.1 -0.8 -0.1
H -20.18539 11.34852 4.95286 0.8 0.2 0.2
H -19.36089 10.11579 6.09313 0.2 0.4 -0.2
H -20.56767 11.27127 6.69975 0.4 0.4 0.0
H -20.80368 9.01742 4.86919 -0.5 -0.4 -0.6
H -21.71119 9.19181 6.32356 0.2 -0.2 0.7
H -23.47137 10.88904 6.63739 -0.4 -0.8 -0.1
H -22.57344 12.06344 5.80805 0.4 -0.1 0.3
H -25.07342 11.32609 4.36860 0.1 0.1 -0.3
H -25.11844 12.50228 5.60370 0.5 0.2 0.3
H -23.99051 12.74798 4.21541 -0.2 -0.1 0.0
H -22.46680 8.94873 3.19568 0.5 -0.1 0.1
H -23.77366 9.99600 3.17781 -0.2 0.3 0.4
H -23.24597 7.76691 5.14028 -0.2 0.0 0.4
H -24.43015 7.75848 3.88585 -0.6 0.1 0.2
H -24.61071 8.93759 5.29285 -0.3 -0.5 0.1
```
Positions in Å, forces in eV/Å.

ΔE to the lowest compared entry with this formula, charge and spin   106.69 kcal per mole
Orbital gap   8.383 eV

***

# 3
An isolated ion of composition C8H12N and charge +1, computed with ωB97M-V/def2-TZVPD.

XYZ file:
```
21
Properties=species:S:1:pos:R:3:forces:R:3
C -0.28546 -1.75162 -0.82557 0.3 0.1 -0.3
C -1.31706 -1.75633 -0.03138 -0.1 -0.3 -0.2
C 1.03972 -1.11827 -0.48923 0.1 -0.9 0.1
C -2.41890 -1.91474 0.63357 -0.1 0.2 0.2
C 0.99153 1.32489 -1.14658 0.1 0.7 -0.7
C 2.01173 1.16812 -0.09523 0.8 0.8 0.0
C 0.00966 0.35662 1.04714 -0.3 -0.2 1.3
C -0.95104 1.43806 1.11606 -0.1 0.1 -0.4
N 0.83537 0.29503 -0.11024 -0.4 -0.4 -0.3
H -0.35864 -2.23358 -1.79102 -0.1 -0.1 -0.1
H 1.48798 -1.62465 0.37148 0.0 0.3 -0.1
H 1.72261 -1.17236 -1.33715 0.0 0.2 0.1
H -3.22195 -1.19667 0.61048 -0.1 0.2 -0.1
H -2.55526 -2.76098 1.28583 0.1 -0.2 0.1
H 0.32315 2.17268 -1.11142 -0.1 -0.1 0.2
H 1.19205 0.96297 -2.14514 0.0 -0.2 0.1
H 2.95641 0.68728 -0.31310 -0.1 -0.2 0.0
H 2.06316 1.88568 0.71357 -0.2 0.0 0.0
H -1.77931 1.14288 1.75935 0.0 0.0 0.0
H -1.30688 1.86489 0.17528 0.0 0.1 0.0
H -0.43886 2.23010 1.68330 0.1 0.1 0.1
```
Positions in Å, forces in eV/Å.

ΔE to the lowest compared entry with this formula, charge and spin   93.61 kcal per mole
Charge   +1
Orbital gap   8.267 eV

***

no.,E_LUMO (eV),E_tot (eV),largest force on an atom (eV Å⁻¹)
1,-1.100,-43680.806,1.7
2,0.432,-68133.980,3.9
3,-4.899,-9967.684,1.3